1.
13
Properties=species:S:1:pos:R:3:mulliken_charge:R:1 method="wB97M-V/def2-TZVPD" e_homo_ev=-9.385 e_above_lowest_kcal_mol=68.4
C -2.101 -0.003 -0.120 0.13
C 0.357 1.387 -0.632 -1.11
C 0.974 -1.192 1.283 -0.77
C -0.329 0.064 -0.933 -0.04
N -3.043 -0.243 0.476 -0.42
S 0.382 -1.522 -0.499 -0.02
H 0.111 2.182 -1.430 0.32
H 0.016 1.733 0.248 0.36
H 1.438 1.286 -0.709 0.33
H 0.090 -0.722 1.646 0.22
H 1.812 -0.592 1.023 0.28
H 0.994 -2.228 1.528 0.37
H -0.700 -0.150 -1.882 0.36


2.
49
Properties=species:S:1:pos:R:3:mulliken_spin:R:1 method="wB97M-V/def2-TZVPD" e_homo_ev="-14.641 / -14.641" s_squared=0.7544 spin_multiplicity=2 total_charge=+2
Cs 1.273 0.043 -2.997 0.00
C 5.286 0.184 -2.657 0.00
C 6.074 -0.454 -3.783 0.00
O 5.548 -0.083 -5.004 0.00
H 5.651 1.190 -2.450 0.00
H 5.434 -0.305 -1.694 0.00
H 4.216 0.241 -2.858 0.00
H 5.790 -1.501 -3.682 0.00
H 7.142 -0.270 -3.667 0.00
H 4.788 -0.665 -5.079 0.00
C -0.347 -3.963 -1.879 0.00
C -1.190 -3.432 -2.992 0.00
O -0.596 -2.192 -3.358 0.00
H -0.502 -3.367 -0.979 0.00
H 0.716 -3.774 -2.022 0.00
H -0.509 -5.035 -1.767 0.00
H -2.240 -3.296 -2.734 0.00
H -1.060 -4.022 -3.899 0.00
H -1.211 -1.682 -3.890 0.00
C -2.969 2.648 3.032 0.08
C -1.534 2.313 2.388 0.00
C -0.748 1.649 3.471 0.01
C -0.967 0.098 3.615 -0.01
C -0.625 -0.581 2.295 0.01
C -1.407 -0.039 1.166 -0.02
N -1.531 1.498 1.174 0.71
O -2.292 2.024 0.155 0.08
C -0.653 -0.348 -0.103 0.02
C -2.740 -0.709 1.223 0.05
C -0.865 3.644 1.887 0.05
H -3.381 2.337 3.992 0.00
H -3.737 2.376 2.307 0.00
H -3.013 3.735 3.102 0.00
H 0.322 1.806 3.331 0.00
H -1.048 2.001 4.458 0.00
H -1.912 -0.272 4.014 0.00
H -0.113 -0.221 4.212 0.00
H -0.898 -1.616 2.498 0.00
H 0.442 -0.644 2.078 0.00
H 0.225 0.273 -0.280 -0.01
H -0.336 -1.374 -0.288 0.01
H -1.334 -0.154 -0.932 0.00
H -3.297 -0.534 2.143 0.00
H -3.330 -0.353 0.378 0.00
H -2.683 -1.791 1.102 0.00
H 0.048 3.584 1.295 0.00
H -0.612 4.226 2.773 0.00
H -1.548 4.166 1.216 0.00
H -1.724 2.643 -0.309 0.01


3.
39
Properties=species:S:1:pos:R:3:mulliken_charge:R:1 method="wB97M-V/def2-TZVPD" e_homo_ev=-9.303 smiles="NCCNC(=O)O.O.O.O.O.O.O.O.O" e_above_lowest_kcal_mol=41.2
C -1.439 0.355 2.690 -0.86
N -0.150 -0.359 2.596 -0.13
C 0.050 -1.566 1.962 0.69
O -0.966 -2.444 1.952 -0.45
O 1.184 -1.920 1.662 -0.71
C -1.631 1.245 1.423 0.11
N -2.989 1.609 1.117 -0.56
H -2.205 -0.397 2.825 0.36
H -1.477 0.981 3.595 0.27
H 0.688 0.166 2.374 0.23
H -1.799 -1.985 1.762 0.34
H -1.070 0.835 0.597 0.10
H -1.175 2.191 1.777 0.23
H -3.196 1.527 0.130 0.21
H -3.336 2.518 1.377 0.22
H 0.669 -2.902 -1.438 0.24
H 1.223 -1.922 -0.210 0.31
O 0.974 -2.043 -1.137 -0.56
H 1.297 0.708 -0.695 0.29
H 0.932 2.265 -1.027 0.24
O 0.966 1.349 -1.332 -0.53
H -3.582 -0.796 0.178 0.35
H -2.132 -0.795 -0.398 0.27
O -2.854 -1.367 -0.110 -0.63
H 0.420 4.960 2.750 0.29
H 1.359 4.006 3.373 0.30
O 0.617 4.008 2.756 -0.59
H 2.847 -0.489 0.608 0.31
H 4.133 0.285 -0.040 0.25
O 3.202 0.037 -0.109 -0.59
H 1.757 -1.537 -2.786 0.48
H 2.238 -1.808 -4.235 0.29
O 2.442 -2.004 -3.313 -0.66
H -1.666 2.270 -4.212 0.27
H -1.271 0.825 -3.807 0.31
O -1.016 1.750 -3.739 -0.64
H 1.645 0.629 -4.318 0.30
H 0.672 0.834 -3.286 0.26
O 0.991 0.104 -3.847 -0.59


4.
63
Properties=species:S:1:pos:R:3:mulliken_spin:R:1 method="wB97M-V/def2-TZVPD" e_homo_ev="-3.503 / -3.507" s_squared=15.7674 e_above_lowest_kcal_mol=147.2 spin_multiplicity=8 total_charge=-1
Eu 1.437 -0.887 -0.372 6.07
C 0.991 0.953 4.070 0.00
C 0.859 0.352 2.731 0.00
N 1.607 0.619 1.716 -0.01
C 2.821 1.459 1.884 0.00
C 3.483 1.765 0.554 0.00
N 2.547 1.591 -0.596 -0.01
C 3.154 1.872 -1.856 0.00
C 2.132 1.631 -2.995 0.00
N 0.895 0.964 -2.616 0.00
C 0.058 0.392 -3.651 0.00
C -0.257 -1.095 -3.540 0.00
N -0.464 -1.528 -2.143 0.00
C -1.620 -1.670 -1.630 0.02
C -2.924 -0.929 -1.999 -0.03
C -1.080 -2.133 0.859 0.00
C -1.794 -2.877 1.950 -0.01
C -1.392 -2.731 3.255 0.00
C -0.444 -1.703 3.569 0.00
C -0.133 -0.741 2.520 0.00
N -0.723 -0.797 1.345 0.00
H 1.570 0.313 4.787 0.00
H 0.009 1.193 4.465 0.00
H 1.525 1.897 4.110 0.00
H 3.545 0.908 2.500 0.00
H 2.708 2.413 2.458 0.00
H 4.288 1.037 0.298 0.00
H 3.724 2.824 0.536 0.00
H 1.685 2.168 -0.437 0.00
H 3.953 1.136 -1.874 0.00
H 3.656 2.841 -1.895 0.00
H 2.604 0.931 -3.775 0.00
H 2.029 2.659 -3.448 0.00
H 0.347 1.584 -2.042 0.00
H 0.595 0.509 -4.622 0.00
H -0.925 0.888 -3.724 0.00
H 0.689 -1.612 -3.836 0.00
H -1.087 -1.339 -4.210 0.00
H -2.777 0.044 -2.530 0.01
H -2.537 0.328 -0.243 -0.03
H -3.663 -1.426 -2.687 0.00
H -2.520 -3.758 1.664 0.00
H -1.681 -3.427 4.102 0.00
H 0.032 -1.733 4.532 0.00
Cl -6.725 0.300 1.273 0.00
C -5.089 0.418 0.797 0.03
C -4.460 1.683 1.134 -0.03
C -3.273 2.285 0.657 0.10
Cl -2.693 3.814 1.109 0.03
C -2.412 1.554 -0.250 0.27
O -1.500 1.929 -0.937 0.11
C -3.165 -0.818 -0.411 0.52
C -2.154 -2.034 -0.253 -0.08
O 0.041 -2.755 0.453 -0.01
C -4.486 -0.712 0.177 -0.02
H -5.158 2.272 1.754 0.00
H -2.803 -2.966 -0.265 0.05
H -5.179 -1.574 0.048 0.03
O 5.081 -2.973 -0.094 0.00
S 4.555 -1.684 -0.370 0.00
O 5.501 -0.570 -0.333 0.00
O 3.335 -1.484 0.550 -0.01
S 3.665 -1.573 -2.225 -0.01


5.
36
Properties=species:S:1:pos:R:3:mulliken_charge:R:1 method="wB97M-V/def2-TZVPD" e_homo_ev=-13.369 e_above_lowest_kcal_mol=10.9 total_charge=+1
O 1.434 0.988 1.219 -0.94
C 1.087 0.472 0.146 0.38
N 1.974 0.247 -0.828 -0.01
C 1.635 -0.182 -2.179 -0.82
C -0.368 0.028 0.031 -0.38
N -0.818 -0.177 1.448 0.04
C -2.569 0.562 -1.088 -1.23
C -1.207 1.093 -0.677 -0.31
H 2.881 0.677 -0.745 0.41
H 2.484 -0.668 -2.669 0.37
H 0.799 -0.920 -2.124 0.26
H 1.320 0.662 -2.800 0.27
H -0.373 -0.927 -0.484 0.41
H -1.859 -0.361 1.450 0.33
H -0.607 0.657 1.999 0.45
H -0.303 -0.954 1.890 0.18
H -3.180 1.361 -1.531 0.42
H -2.492 -0.192 -1.877 0.34
H -3.147 0.215 -0.232 0.34
H -1.301 1.983 -0.040 0.34
H -0.660 1.416 -1.561 0.15
H -2.287 -2.499 0.969 0.38
H -3.779 -2.112 1.382 0.32
O -2.856 -1.861 1.470 -0.67
H -0.838 -4.015 -0.153 0.28
H -0.262 -3.141 1.029 0.38
O -0.857 -3.136 0.241 -0.70
H 1.655 -2.746 2.280 0.29
H 0.481 -3.144 3.202 0.27
O 0.694 -2.699 2.372 -0.62
H 2.032 3.131 -0.920 0.37
H 1.382 3.926 -2.113 0.28
O 1.326 3.108 -1.602 -0.59
H 2.561 2.316 0.903 0.42
H 2.988 3.816 1.101 0.30
O 3.029 3.076 0.491 -0.72


6.
55
Properties=species:S:1:pos:R:3:mulliken_spin:R:1 method="wB97M-V/def2-TZVPD" e_homo_ev="-10.577 / -11.180" s_squared=3.7974 spin_multiplicity=4 total_charge=+1
C 1.744 -0.761 -3.766 -0.01
C 0.836 -0.575 -2.729 0.03
N 1.188 0.171 -1.658 -0.01
C 2.467 0.617 -1.510 0.04
C 3.406 0.421 -2.510 0.00
C 3.038 -0.261 -3.645 0.01
C -0.485 -1.300 -2.737 -0.02
P -1.611 -0.637 -1.401 -0.13
Mn -0.225 0.506 -0.048 3.11
P 1.631 1.233 1.079 -0.11
C 2.850 1.431 -0.275 -0.03
O 0.365 -4.314 -1.358 0.00
O 2.034 -2.318 0.783 0.01
H 1.439 -1.401 -4.575 0.00
H 4.414 0.866 -2.421 0.00
H 3.738 -0.457 -4.447 0.00
C -2.746 0.511 -2.285 0.02
C -2.660 -2.086 -1.042 0.02
H 3.858 1.171 0.093 0.00
H 2.865 2.508 -0.525 0.00
H -0.341 -2.428 -2.638 0.00
H -0.989 -1.136 -3.703 0.00
C 1.608 2.848 1.913 0.02
C 2.534 0.123 2.208 0.03
H -0.659 -0.642 1.139 -0.01
H 1.713 -3.058 1.308 0.00
H 0.975 -3.679 -0.913 0.00
H 0.920 -4.411 -2.168 0.00
H -1.327 1.605 0.568 0.06
H 1.208 -1.887 0.421 0.03
H -3.274 -0.072 -3.051 0.00
H -3.494 1.026 -1.652 0.00
H -2.134 1.279 -2.776 -0.01
H -3.303 -2.281 -1.911 0.00
H -1.974 -2.934 -0.903 -0.01
H -3.299 -1.979 -0.155 0.00
H 3.542 0.511 2.401 0.00
H 1.980 -0.025 3.141 0.00
H 2.649 -0.861 1.729 0.00
H 2.599 3.060 2.338 0.00
H 1.353 3.615 1.172 0.00
H 0.856 2.861 2.714 0.00
C -2.413 2.746 2.382 0.01
Si -1.840 0.958 1.979 -0.06
C -0.857 0.376 3.492 0.01
C -3.392 -0.081 1.796 0.01
H -1.552 3.418 2.526 0.00
H -3.014 2.750 3.303 0.00
H -3.034 3.144 1.563 0.00
H -1.542 0.327 4.349 0.00
H -0.466 -0.636 3.323 0.00
H -0.014 1.029 3.747 0.00
H -4.064 0.134 2.636 0.00
H -3.944 0.119 0.872 0.00
H -3.154 -1.147 1.826 0.00


7.
28
Properties=species:S:1:pos:R:3:mulliken_charge:R:1 method="wB97M-V/def2-TZVPD" e_homo_ev=-8.088 smiles=Cc1ccc(O)cc1.Cc1c[nH]cn1 e_above_lowest_kcal_mol=69.6
C 0.233 2.463 3.768 -1.28
C 0.036 1.693 1.285 -0.70
C -0.319 1.682 2.606 0.71
C -0.526 0.751 0.433 -0.19
C -1.424 -0.195 0.899 0.65
C -1.257 0.750 3.064 -0.45
C -1.909 -0.189 2.236 -0.82
O -1.662 -1.430 0.334 -0.56
H 0.646 2.367 0.707 0.42
H -0.456 0.835 -0.650 0.37
H 1.214 2.141 4.050 0.27
H -0.498 2.707 4.531 0.37
H -1.796 0.635 4.031 0.20
H -1.174 -1.562 -0.486 0.22
H -2.758 -0.850 2.359 0.38
H 0.377 3.541 3.444 0.34
C -0.753 -0.695 -3.491 -0.97
C 2.544 -0.753 -1.950 -0.20
C 0.637 -0.971 -2.999 0.47
C 1.068 -2.227 -2.646 -0.35
N 1.570 -0.091 -2.565 -0.60
N 2.357 -2.088 -2.137 -0.06
H 3.513 -0.454 -1.563 0.39
H 2.853 -2.878 -1.774 0.21
H 0.781 -3.285 -2.711 0.38
H -1.388 -0.864 -2.592 0.14
H -1.117 -1.378 -4.346 0.35
H -0.793 0.344 -3.835 0.31


8.
10
Properties=species:S:1:pos:R:3:mulliken_charge:R:1 method="wB97M-V/def2-TZVPD" e_homo_ev=-10.709 smiles=FCCl.FCF e_above_lowest_kcal_mol=36.2
C -2.026 0.418 0.327 0.08
C 2.133 -0.430 -0.303 -0.05
H -2.921 1.014 0.529 0.18
H -1.461 0.193 1.237 0.18
H 2.644 -1.213 0.262 0.20
H 2.293 -0.537 -1.379 0.20
F -1.227 1.104 -0.526 -0.20
F -2.399 -0.748 -0.256 -0.21
F 2.573 0.787 0.106 -0.24
Cl 0.391 -0.587 0.002 -0.14